14
Properties=species:S:1:pos:R:3 method="wB97M-V/def2-TZVPD" e_tot_ha=-779.8139 orbital_gap_ha=0.397 max_force_ha_per_bohr=0.1090 de_lowest_kj_mol=305.6 smiles="CO[C@@H]1COC(=O)S1"
C 1.53 -0.68 0.91
O 1.57 -0.20 -0.47
C 0.18 -0.11 -0.92
C -0.37 1.21 -0.37
O -1.74 1.03 0.30
C -2.14 -0.42 0.07
O -3.34 -0.70 0.14
S -0.74 -1.49 -0.43
H 1.43 -1.71 0.93
H 2.63 -0.47 1.33
H 0.65 0.01 1.38
H 0.36 0.11 -1.92
H 0.59 1.55 0.37
H -0.59 1.87 -1.31



126
Properties=species:S:1:pos:R:3 method="wB97M-V/def2-TZVPD" e_tot_ha=-3634.0139 orbital_gap_ha=0.346 max_force_ha_per_bohr=0.0969 de_lowest_kj_mol=229.8 smiles="CCOP(=O)(OCC)OCC.CCOP(=O)(OCC)OCC.CCOP(=O)(OCC)OCC.CN(C)C=O.CN(C)C=O.CN(C)C=O.CN(C)C=O"
C 2.33 7.05 -3.11
C 3.03 7.40 -1.76
O 3.52 6.21 -1.19
P 2.96 5.84 0.35
O 1.48 5.99 0.45
O 3.86 6.77 1.27
C 5.25 6.71 1.21
C 5.81 6.25 2.59
O 3.52 4.34 0.68
C 3.70 3.40 -0.42
C 3.93 2.02 0.18
H 1.46 6.45 -2.84
H 2.18 8.05 -3.52
H 2.96 6.51 -3.81
H 3.96 7.91 -2.01
H 2.55 8.08 -1.05
H 5.71 6.08 0.45
H 5.55 7.76 1.10
H 5.44 6.81 3.45
H 5.69 5.18 2.72
H 6.89 6.43 2.60
H 2.75 3.41 -0.95
H 4.49 3.74 -1.09
H 4.82 1.92 0.81
H 3.12 1.81 0.87
H 4.03 1.25 -0.59
C -3.74 -8.93 -3.41
C -2.86 -8.92 -2.17
O -3.12 -7.85 -1.36
P -2.57 -6.41 -1.70
O -2.94 -5.90 -3.08
O -3.11 -5.54 -0.44
C -3.13 -4.11 -0.45
C -4.53 -3.59 -0.81
O -1.03 -6.52 -1.32
C -0.19 -5.39 -1.41
C 1.26 -5.67 -1.44
H -3.68 -9.94 -3.82
H -4.80 -8.86 -3.13
H -3.54 -8.27 -4.25
H -3.03 -9.84 -1.63
H -1.78 -8.87 -2.36
H -2.95 -3.74 0.56
H -2.36 -3.77 -1.13
H -4.46 -2.54 -0.50
H -4.85 -3.67 -1.85
H -5.32 -4.03 -0.20
H -0.53 -4.67 -2.15
H -0.36 -4.90 -0.46
H 1.94 -4.83 -1.40
H 1.53 -6.37 -0.66
H 1.35 -6.14 -2.43
C -3.96 -0.32 -3.60
C -4.42 1.00 -2.93
O -4.45 0.75 -1.52
P -4.55 2.09 -0.62
O -5.77 2.96 -0.71
O -4.25 1.52 0.88
C -5.13 0.50 1.29
C -4.23 -0.53 2.07
O -3.13 2.75 -1.00
C -3.07 4.09 -1.33
C -1.55 4.39 -1.41
H -2.93 -0.61 -3.40
H -4.52 -1.19 -3.26
H -4.18 -0.49 -4.65
H -3.92 1.92 -3.23
H -5.45 1.30 -3.15
H -5.90 1.03 1.84
H -5.61 0.00 0.44
H -4.80 -1.43 2.28
H -3.36 -0.74 1.44
H -3.72 -0.19 2.97
H -3.57 4.38 -2.25
H -3.51 4.69 -0.53
H -1.43 5.46 -1.58
H -1.00 4.30 -0.47
H -0.93 4.01 -2.23
C -0.43 -3.30 2.99
N 1.03 -3.33 3.06
C 1.81 -4.48 2.42
C 1.69 -2.31 3.63
O 2.93 -2.19 3.69
H -0.84 -2.51 3.62
H -0.74 -4.31 3.26
H -0.73 -3.13 1.96
H 2.89 -4.35 2.52
H 1.67 -5.48 2.83
H 1.50 -4.54 1.38
H 1.02 -1.51 3.99
C -2.35 3.60 3.25
N -1.02 2.94 3.22
C 0.12 3.78 2.83
C -0.87 1.67 3.67
O 0.22 1.13 3.88
H -2.50 3.83 2.19
H -2.25 4.49 3.87
H -3.16 2.94 3.54
H 1.05 3.22 2.91
H -0.18 4.17 1.86
H 0.30 4.60 3.52
H -1.81 1.15 3.92
C 0.22 1.64 -0.38
N 0.01 0.23 -0.02
C 1.00 -0.36 0.79
C -1.11 -0.49 -0.30
O -1.33 -1.72 0.04
H -0.70 2.01 -0.84
H 1.08 1.68 -1.05
H 0.38 2.29 0.47
H 1.14 0.11 1.76
H 0.98 -1.43 1.00
H 1.97 -0.26 0.30
H -1.76 0.10 -0.97
C 4.48 -1.74 0.96
N 4.85 -2.23 -0.32
C 3.76 -2.09 -1.27
C 6.08 -2.74 -0.65
O 6.34 -3.19 -1.78
H 3.98 -0.78 0.81
H 5.40 -1.50 1.49
H 3.83 -2.38 1.55
H 3.04 -2.82 -0.92
H 3.37 -1.08 -1.38
H 4.04 -2.29 -2.30
H 6.77 -2.77 0.21



81
Properties=species:S:1:pos:R:3 method="wB97M-V/def2-TZVPD" e_tot_ha=-3500.9553 orbital_gap_ha=0.172 max_force_ha_per_bohr=0.0100 total_charge=-1
C 3.80 -1.94 -0.01
C 3.86 -0.42 0.19
C 3.08 0.36 -0.91
Cl 4.30 1.57 -1.71
N 1.99 1.10 -0.51
C 1.00 0.35 0.19
C -0.06 -0.29 -0.69
C 0.42 -1.19 -1.80
F -0.92 -1.09 0.15
H 3.97 -2.18 -1.07
H 2.83 -2.34 0.26
H 4.57 -2.46 0.56
H 4.89 -0.10 0.24
H 3.36 -0.15 1.13
H 2.96 -0.34 -1.77
H 1.38 -0.48 0.83
H 0.46 1.03 0.87
H -0.73 0.48 -1.09
H 1.27 -1.80 -1.48
H -0.39 -1.85 -2.10
H 0.72 -0.59 -2.65
C -4.74 -0.13 -3.33
C -3.64 -0.79 -2.51
O -2.47 -0.27 -3.10
C -2.75 0.92 -3.69
O -1.97 1.70 -4.10
O -4.10 1.08 -3.76
F -3.65 -2.14 -2.63
H -4.97 -0.75 -4.20
H -5.64 0.10 -2.78
H -3.64 -0.53 -1.46
C 4.96 4.31 0.13
C 6.17 4.48 -0.76
O 6.90 5.51 -0.11
C 6.55 5.52 1.20
O 7.12 6.14 2.04
O 5.48 4.73 1.41
F 5.86 4.90 -2.01
H 4.16 4.98 -0.17
H 4.59 3.29 0.18
H 6.79 3.59 -0.85
C -3.85 -0.46 2.89
C -3.66 -0.35 1.39
O -3.66 1.05 1.19
C -3.27 1.66 2.34
O -3.00 2.80 2.45
O -3.26 0.75 3.35
F -4.70 -0.88 0.68
H -4.91 -0.46 3.15
H -3.35 -1.32 3.34
H -2.73 -0.77 1.01
C -0.01 -0.27 5.52
C -1.00 -1.03 6.39
O -1.68 -1.83 5.44
C -0.88 -1.99 4.34
O -1.10 -2.75 3.46
O 0.18 -1.17 4.43
F -1.89 -0.23 7.02
H -0.47 0.65 5.16
H 0.94 -0.06 6.00
H -0.55 -1.69 7.13
C 3.03 -5.68 2.57
C 3.64 -5.92 3.93
O 4.70 -5.00 3.96
C 4.42 -3.97 3.08
O 5.02 -2.96 3.03
O 3.35 -4.31 2.32
F 4.13 -7.18 4.07
H 3.51 -6.31 1.82
H 1.95 -5.81 2.53
H 2.97 -5.72 4.77
C -4.96 3.20 -6.40
C -5.60 2.60 -7.64
O -6.62 1.78 -7.09
C -6.95 2.26 -5.86
O -7.89 1.91 -5.23
O -6.06 3.20 -5.47
F -4.75 1.83 -8.35
H -4.17 2.55 -6.02
H -4.59 4.21 -6.53
H -6.06 3.32 -8.31